{
  "formula": "C22H23N3O7S",
  "method": "ωB97M-V/def2-TZVPD",
  "elements": ["C", "C", "O", "C", "C", "C", "C", "C", "C", "H", "H", "H", "N", "C", "O", "C", "N", "C", "O", "C", "H", "O", "C", "C", "C", "C", "C", "C", "H", "S", "O", "O", "N", "C", "H", "C", "H", "O", "C", "H", "C", "H", "H", "H", "H", "H", "H", "H", "H", "H", "H", "H", "H", "H", "H", "H"],
  "positions_angstrom": [[-0.28711, -3.75459, -1.77586], [0.80601, -4.47081, -1.37411], [1.17441, -5.43356, -1.89334], [1.50228, -4.09781, -0.13732], [1.07158, -3.02144, 0.35266], [1.92499, -2.59993, 1.65398], [3.12584, -3.32074, 2.13867], [3.18317, -4.54051, 1.51991], [2.53734, -4.96980, 0.40835], [2.88512, -5.74862, -0.17295], [4.08586, -5.08694, 2.11165], [3.35772, -3.11459, 3.14543], [1.42922, -1.40202, 2.14869], [0.18946, -0.88152, 2.60011], [-0.89822, -1.60308, 2.17965], [0.28991, 0.50885, 3.07946], [-1.09055, 1.12325, 2.72439], [-1.85627, 1.26177, 3.95125], [-1.66418, 1.22480, 5.15884], [-3.32463, 1.59453, 3.77352], [-3.87180, 2.11540, 4.46370], [-3.53200, 2.20857, 2.63413], [-2.94408, 1.84337, 1.53342], [-3.32131, 2.04984, 0.24935], [-3.03893, 1.51326, -0.89929], [-1.59351, 1.08988, -0.80745], [-0.92705, 0.84940, 0.26525], [-1.79206, 1.24524, 1.70941], [0.11851, 0.35021, 0.50509], [-0.53482, 0.51591, -2.23925], [0.23440, -0.56564, -1.68443], [-1.56505, 0.07174, -3.35930], [0.31579, 1.80125, -2.64744], [-0.37060, 2.84388, -3.37238], [-1.07588, 2.43884, -4.02391], [0.54017, 3.86682, -3.73704], [-0.05464, 4.66267, -4.34372], [1.80293, 4.35078, -2.91744], [2.29694, 3.13337, -2.43718], [3.10989, 3.49886, -1.63025], [1.47627, 2.32511, -1.79031], [2.10385, 1.27045, -1.25546], [0.98011, 2.62666, -0.90376], [2.89478, 2.55950, -3.40669], [1.02641, 3.15671, -4.72026], [-0.99652, 3.56375, -2.55614], [-3.13918, 1.81536, -2.07729], [-4.40869, 2.63592, -0.09289], [-4.08435, 0.58610, 3.75103], [0.38839, 0.41545, 4.23907], [0.82669, 1.15176, 2.59767], [2.14613, -0.87310, 2.84310], [0.16148, -2.24097, 0.18816], [-1.00837, -3.72607, -1.07052], [0.01352, -2.65089, -2.05790], [-0.61936, -4.16663, -2.54206]],
  "forces_ev_per_angstrom": [[1.67, 7.85, 1.55], [2.08, 0.53, 3.79], [1.91, -5.47, -3.80], [1.92, -5.07, -2.30], [-0.02, 8.36, 8.22], [-0.77, -1.69, -2.62], [-7.10, 3.20, -1.86], [4.68, -2.60, 1.87], [-1.09, 3.09, 0.32], [0.21, -1.81, -0.81], [-2.19, 0.14, -2.15], [1.14, 0.26, 0.83], [2.18, 4.30, 5.35], [-3.11, -7.36, -6.31], [5.12, 4.75, 3.30], [-6.60, -2.88, 3.34], [3.12, -1.04, 12.90], [-2.90, 0.91, 1.84], [3.12, -0.92, -1.30], [-1.20, -5.79, -1.45], [-0.02, 1.61, 2.52], [-3.78, 5.00, -2.30], [1.26, -1.11, 0.46], [-9.36, 3.82, -1.94], [7.00, -0.36, -5.54], [-0.90, -1.66, -4.17], [0.46, -0.04, 8.14], [3.42, -2.14, -11.98], [-2.46, 1.28, -1.21], [-6.67, -2.91, -1.94], [1.19, 0.82, -0.51], [4.12, 2.56, 3.54], [2.02, -0.06, -0.69], [-2.24, 2.02, 7.48], [-0.71, -0.23, -1.68], [4.54, 1.02, -7.57], [1.63, -0.71, 1.77], [-5.02, -1.45, -1.64], [9.40, 4.32, -3.78], [-1.33, -1.05, -1.93], [-4.55, -9.80, 4.68], [-1.77, 3.05, -2.19], [-0.26, 1.34, 0.94], [-1.54, 1.36, 2.73], [-0.11, 2.52, 2.17], [0.36, -2.35, -1.14], [-1.15, -0.61, 3.39], [2.68, -1.09, 2.37], [2.46, 1.49, 0.22], [-0.29, 1.03, -1.97], [4.64, 3.00, -2.52], [-1.39, -1.72, -2.39], [2.53, -2.50, -0.11], [-2.38, 0.40, 2.47], [-0.72, -2.09, 0.65], [-3.21, -3.53, -7.04]],
  "homo_energy_ev": -8.3,
  "energy_ev": -52806.0144,
  "relative_energy_kcal_mol": 481.6,
  "orbital_gap_ev": 7.849
}